The following is a quantum chemistry calculation of a cluster of 11 separate species, C36H95N5O11 in total, from the OMol25 dataset.

```
147
C36H95N5O11, DFT ωB97M-V/def2-TZVPD
C -1.2634 -8.2471 2.2469
C -1.1172 -6.8112 1.7169
C -1.9877 -6.7652 0.4497
C -2.4376 -5.2953 0.0955
C -3.1854 -4.7573 1.2582
C -2.3478 -4.5865 2.6257
N -1.6729 -5.8699 2.8251
O -0.9555 -6.0223 3.9839
C -1.3321 -3.5160 2.5283
C -3.4259 -4.2562 3.7184
C 0.2896 -6.3277 1.3626
H -2.2860 -8.6232 2.2787
H -0.7733 -8.2666 3.2203
H -0.6727 -8.8218 1.5336
H -1.4635 -7.0984 -0.4460
H -2.9591 -7.2421 0.5805
H -3.1595 -5.3248 -0.7206
H -1.6155 -4.6023 -0.0835
H -3.9657 -5.5116 1.3594
H -3.6764 -3.7959 1.1073
H -0.3606 -3.7409 2.0882
H -1.6265 -2.5634 2.0878
H -0.9648 -3.3561 3.5420
H -4.2361 -4.9852 3.7359
H -2.9306 -4.3152 4.6876
H -3.8120 -3.2444 3.5944
H 0.9509 -6.6425 2.1699
H 0.4948 -5.2781 1.1523
H 0.7540 -6.9950 0.6365
H -1.6911 -6.2026 4.5738
C -4.2995 3.5957 0.7752
C -4.1423 4.3350 2.1130
C -4.1219 3.4170 3.2912
C -2.8136 2.6169 3.4431
C -1.5923 3.6034 3.4376
C -1.6124 4.7076 2.3415
N -2.9578 5.2005 2.2820
O -2.9896 6.2842 1.4529
C -0.6826 5.8267 2.8167
C -1.0788 4.1150 1.0080
C -5.3766 5.2488 2.2001
H -3.5043 3.0561 0.2608
H -4.5417 4.3443 0.0208
H -5.0993 2.8554 0.7568
H -4.3994 3.8951 4.2306
H -4.9297 2.6973 3.1587
H -2.8298 1.8504 2.6683
H -2.8998 2.0195 4.3507
H -0.7139 2.9778 3.2789
H -1.3597 4.0266 4.4148
H -1.0606 6.3206 3.7119
H 0.1589 5.2543 3.2070
H -0.2450 6.6122 2.2007
H -0.0036 4.2921 1.0331
H -1.3977 3.0807 0.8785
H -1.4330 4.7671 0.2096
H -6.3107 4.6871 2.1858
H -5.3751 6.0425 1.4530
H -5.1849 5.7207 3.1638
H -3.1446 6.9983 2.0754
C 1.3285 2.9502 -4.4515
O 1.3715 1.8834 -5.4821
H 2.1124 3.6877 -4.6241
H 0.4460 3.5815 -4.5559
H 1.1529 2.5496 -3.4531
H 0.8439 2.0320 -6.2703
C -3.4493 2.4048 -2.7419
O -4.4524 2.3314 -3.7018
H -3.0391 1.4866 -2.3213
H -2.6520 2.9937 -3.1954
H -3.7693 3.0246 -1.9043
H -4.8419 3.1890 -3.8873
C -3.1534 -3.1746 -4.0757
O -3.4876 -1.7600 -4.1295
H -2.2357 -2.9078 -3.5515
H -3.9794 -3.7425 -3.6475
H -3.0239 -3.4759 -5.1152
H -4.1990 -1.5136 -3.5339
C -4.1824 -1.9791 -0.7994
O -4.8985 -1.3522 -1.7786
H -3.5787 -2.7596 -1.2624
H -3.5233 -1.2340 -0.3539
H -4.9043 -2.3752 -0.0851
H -5.8229 -1.2831 -1.5289
C 2.1831 -3.7193 -4.9658
O 1.6244 -2.4725 -4.9116
H 1.5775 -4.2792 -4.2532
H 2.0826 -4.1919 -5.9429
H 3.2412 -3.5889 -4.7390
H 1.9118 -1.9491 -5.6633
C 1.8409 -4.2038 -1.3192
O 2.7964 -5.2407 -1.4451
H 2.1214 -3.4053 -0.6323
H 1.6912 -3.5422 -2.1724
H 0.8701 -4.5728 -0.9885
H 2.7177 -5.6187 -2.3240
C 4.9373 4.2331 1.4257
C 3.8961 5.1934 1.0373
C 3.8604 5.3692 -0.4979
O 5.0930 5.6448 -1.1569
C 5.4223 7.0254 -0.9110
N 2.6458 4.6979 1.4460
H 5.9028 4.6039 1.0817
H 4.9644 3.2343 0.9899
H 4.9788 4.0991 2.5066
H 3.9281 6.1135 1.6209
H 3.0527 6.0705 -0.7073
H 3.4647 4.4500 -0.9298
H 6.3963 7.1132 -1.3925
H 5.5984 7.2418 0.1426
H 4.6483 7.6564 -1.3479
H 2.5574 5.1888 2.3242
H 2.9155 3.7678 1.7329
C -0.6401 -0.4424 -0.3872
C -0.0898 -0.0447 -1.7837
C 1.4876 0.1247 -1.7278
O 1.9528 0.8593 -0.5548
C 1.3441 2.0898 -0.2333
N -0.4604 -1.1430 -2.7272
H -1.2513 -1.3448 -0.3748
H -1.1980 0.4274 -0.0402
H 0.0802 -0.5027 0.4287
H -0.4802 0.9166 -2.1175
H 1.6479 0.6248 -2.6830
H 2.0331 -0.8178 -1.7752
H 1.3200 2.7613 -1.0915
H 1.9253 2.5078 0.5886
H 0.3421 2.0359 0.1925
H -1.3676 -1.0534 -3.1621
H -0.0318 -0.9371 -3.6183
C 5.6198 -1.2454 1.9590
C 5.0186 -0.4398 0.8143
C 5.3769 -1.0113 -0.5879
O 6.7551 -0.9339 -0.6960
C 7.3927 -1.3821 -1.9159
N 3.6588 -0.3146 1.1484
H 5.3792 -2.2750 1.6942
H 5.2851 -0.8882 2.9329
H 6.6704 -0.9679 1.8729
H 5.4050 0.5786 0.7731
H 5.0878 -0.3007 -1.3621
H 4.9975 -2.0157 -0.7757
H 7.2042 -0.6979 -2.7432
H 7.1489 -2.4179 -2.1519
H 8.4647 -1.4567 -1.7333
H 3.3117 -1.2063 1.4719
H 2.9978 0.0531 0.4791
```

**Lowest unoccupied orbital energy (spin up / spin down)**: 0.0754 / 0.0728 hartree
**2S+1**: 2
**F_max**: 3.89 eV/Å
**Charge**: -1
**⟨S²⟩**: 0.750

=====

The following is a quantum chemistry calculation of a cluster of 2 separate species, C4H6N2OS in total, from the OMol25 dataset.

```
14
C4H6N2OS, DFT ωB97M-V/def2-TZVPD
O 1.1694 0.1193 2.7093
N 1.2478 0.2431 1.4433
C 2.4626 0.3236 0.8262
C 2.4853 0.3940 -0.5281
C 1.3455 0.5063 -1.3637
N 0.1250 0.3785 -0.7034
C 0.1310 0.2792 0.5838
H 3.4390 0.1285 1.4575
H 3.4336 0.3607 -1.0680
H 1.4552 0.6288 -2.3738
H -0.7398 0.1815 1.1518
S -3.1308 0.1717 -0.2419
H -4.2548 0.7626 -0.5557
H -3.7923 -1.0548 -0.3693
```

**Energy relative to the best compared isomer or geometry (same formula, charge and spin)**: 97.73 kcal/mol
**Lowest unoccupied orbital energy**: -0.0016 hartree
**SMILES string**: [O-][n+]1cccnc1.S
**2S+1**: 1
**F_max**: 6.14 eV/Å
**Charge**: 0

=====

The following is a quantum chemistry calculation of a structure of composition C3H6ClO4P, from the OMol25 dataset.

```
15
C3H6ClO4P, DFT ωB97M-V/def2-TZVPD
C -0.2116 -1.1008 -1.5407
C 0.1035 0.1407 -0.6235
C 2.5643 0.4854 -0.0331
O 0.3452 0.9742 1.9227
O 2.2317 -0.4691 0.8769
O 0.0603 -1.4730 1.7417
O 2.6446 1.6547 0.3217
P 0.5378 -0.3534 0.9299
Cl -10.5016 2.1289 1.9191
H -1.0851 -1.6653 -1.1757
H -0.1834 -0.5617 -2.5253
H 0.5436 -1.9679 -1.6047
H -0.9115 0.6794 -0.6220
H 2.7871 0.0413 -1.0960
H 1.0751 1.4865 1.5089
```

**Energy relative to the best compared isomer or geometry (same formula, charge and spin)**: 41.10 kcal/mol
**Lowest unoccupied orbital energy**: 0.1884 hartree
**2S+1**: 1
**F_max**: 3.13 eV/Å
**Charge**: -2

=====

The following is a quantum chemistry calculation of a cluster of 3 separate species, C10H29BNO2 in total, from the OMol25 dataset.

```
43
C10H29BNO2, DFT ωB97M-V/def2-TZVPD
B 4.5297 2.6101 -0.0874
C 5.9208 1.9379 0.5101
N 6.8968 2.8798 1.1327
C 7.4401 3.7673 0.1207
H 4.4719 2.5837 -1.3309
H 4.4415 3.7905 0.3022
H 3.5431 2.0043 0.3374
H 5.6892 1.1838 1.2754
H 6.4938 1.3975 -0.2612
H 6.3398 3.4588 1.7521
H 7.9970 3.1681 -0.6070
H 8.1401 4.4836 0.5634
H 6.6721 4.3225 -0.4373
C -0.5586 -1.1779 -0.5480
C 0.0199 0.0249 0.1846
O 1.1098 0.6311 -0.4653
C 0.8590 1.1820 -1.7408
C -0.1737 2.2989 -1.7317
H 0.2334 -1.8923 -0.7800
H -1.3081 -1.6698 0.0757
H -1.0453 -0.8925 -1.4827
H 0.4169 -0.2879 1.1514
H -0.7771 0.7534 0.3869
H 0.5587 0.3899 -2.4416
H 1.8206 1.5771 -2.0675
H -1.1733 1.9439 -1.4712
H -0.2318 2.7551 -2.7217
H 0.1226 3.0648 -1.0139
C -5.5111 -3.6532 -1.0070
C -4.3425 -3.5992 -0.0370
O -4.2200 -2.3670 0.6479
C -5.3133 -2.0006 1.4675
C -5.5935 -2.9775 2.5975
H -5.4746 -2.8045 -1.6913
H -5.4606 -4.5724 -1.5924
H -6.4744 -3.6410 -0.4947
H -3.4034 -3.7045 -0.5804
H -4.3998 -4.4332 0.6729
H -6.2168 -1.8499 0.8641
H -5.0357 -1.0293 1.8769
H -5.9634 -3.9368 2.2323
H -6.3528 -2.5630 3.2623
H -4.6868 -3.1567 3.1767
```

**Lowest unoccupied orbital energy**: 0.0829 hartree
**2S+1**: 1
**F_max**: 0.16 eV/Å
**Charge**: -1

=====

The following is a quantum chemistry calculation of a structure of composition C31H47BrCoN2P2, from the OMol25 dataset.

```
84
C31H47BrCoN2P2, DFT ωB97M-V/def2-TZVPD
N 4.6040 4.2133 2.2515
C 4.0580 3.3541 3.1195
C 3.6404 2.0767 2.7250
C 3.8322 1.6495 1.3922
C 4.4114 2.5865 0.5077
C 4.8215 3.8371 0.9912
C 3.4501 0.3234 0.9343
Co -0.7953 -0.0906 -0.2219
P -1.6071 -1.8836 -0.8966
C 3.4190 -0.0412 -0.3868
C 3.0807 -1.3833 -0.8732
C 3.0017 -1.6204 -2.2698
C 2.4496 -2.7914 -2.7815
C 1.9877 -3.7495 -1.8740
C 2.2244 -3.6531 -0.4985
C 2.7911 -2.4666 0.0005
Br 0.9833 -5.2630 -2.6060
H 3.1218 -0.3810 1.7018
H 3.5195 0.7480 -1.1467
H 3.1749 1.4006 3.4353
H 4.5182 2.3679 -0.5511
H 3.9543 3.6880 4.1621
H 5.3390 4.5159 0.3008
H 3.3725 -0.8424 -2.9379
H 2.9837 -2.3807 1.0771
H 2.2852 -2.9365 -3.8538
H 1.8990 -4.4797 0.1453
P -0.5886 1.8001 -1.0152
C -1.0986 -3.1168 0.3696
C -1.2953 -4.5628 -0.0607
H -1.6391 -2.8955 1.3048
H -0.0315 -2.9349 0.5928
H -1.0997 -5.2361 0.7859
H -2.3075 -4.7634 -0.4338
H -0.5796 -4.8181 -0.8571
C -1.0054 -2.2878 -2.5417
C -1.8529 -3.2836 -3.3286
H -0.0111 -2.7132 -2.3862
H -0.8553 -1.3607 -3.1131
H -1.2855 -3.6179 -4.2065
H -2.0930 -4.1707 -2.7309
H -2.7946 -2.8397 -3.6711
C -3.3803 -1.4807 -1.0333
C -4.2111 -2.7287 -0.7878
H -3.5331 -1.0694 -2.0441
H -3.6444 -0.6770 -0.3250
H -5.2757 -2.4659 -0.7904
H -4.0286 -3.4778 -1.5676
H -3.9623 -3.1845 0.1784
C -1.9499 2.7936 -0.2850
C -3.3226 2.1342 -0.3001
H -1.9251 3.7393 -0.8418
H -1.6539 3.0282 0.7471
H -4.1108 2.8927 -0.3702
H -3.4445 1.4478 -1.1431
H -3.5201 1.5506 0.6076
C -0.9045 1.5970 -2.8102
C 0.3365 1.3077 -3.6649
H -1.3990 2.5382 -3.0911
H -1.6398 0.7848 -2.9341
H 0.0719 1.3003 -4.7303
H 1.1133 2.0644 -3.5247
H 0.7954 0.3354 -3.4385
C 0.8959 2.8679 -0.9338
C 0.9375 3.9270 0.1661
H 0.9731 3.3310 -1.9328
H 1.7542 2.1824 -0.8314
H 1.7237 4.6611 -0.0505
H -0.0147 4.4567 0.2679
H 1.1727 3.5148 1.1533
C -1.8818 1.3980 5.7250
C -1.5154 1.0280 4.3206
C -2.2480 0.0528 3.6535
C -1.9354 -0.2780 2.3338
N -0.9213 0.3453 1.6840
C -0.1669 1.2835 2.3172
C -0.4510 1.6388 3.6489
H -2.8544 1.8990 5.7948
H -1.9436 0.4875 6.3274
H -1.1228 2.0640 6.1397
H -3.0933 -0.4215 4.1443
H -2.4710 -1.0406 1.7613
H 0.6449 1.7579 1.7421
H 0.1232 2.4176 4.1629
```

**Energy relative to the best compared isomer or geometry (same formula, charge and spin)**: 4.29 kcal/mol
**Lowest unoccupied orbital energy (spin up / spin down)**: -0.2099 / -0.2668 hartree
**2S+1**: 4
**F_max**: 3.66 eV/Å
**Charge**: +2
**⟨S²⟩**: 3.763

=====

The following is a quantum chemistry calculation of a structure of composition C2H4NOPS, from the OMol25 dataset.

```
10
C2H4NOPS, DFT ωB97M-V/def2-TZVPD
C 1.1717 -0.0026 0.3536
C -0.2144 0.4542 0.1322
N 1.6689 -1.1305 -0.0472
O 2.0743 0.8455 0.6711
P 3.5285 -0.3362 0.7055
S 4.5672 0.2547 -0.7704
H -0.6734 0.8228 0.9890
H -0.2355 1.4541 -0.3029
H -0.7583 -0.2126 -0.3504
H 1.0830 -1.9140 -0.2369
```

**Energy relative to the best compared isomer or geometry (same formula, charge and spin)**: 0.00 kcal/mol
**Lowest unoccupied orbital energy (spin up / spin down)**: 0.0260 / -0.0975 hartree
**2S+1**: 3
**F_max**: 4.42 eV/Å
**Charge**: 0
**⟨S²⟩**: 2.011

=====

The following is a quantum chemistry calculation of a cluster of 5 separate species, C15H30O7 in total, from the OMol25 dataset.

```
52
C15H30O7, DFT ωB97M-V/def2-TZVPD
C -0.7703 -0.9983 1.7541
O 0.3116 -1.3317 0.9652
C 0.5930 -0.6607 -0.1565
O -0.1011 0.2142 -0.6791
O 1.7851 -1.1294 -0.5573
C 2.3555 -0.5721 -1.7968
H -0.6722 -1.5130 2.7099
H -1.7000 -1.1656 1.2103
H -0.7218 0.0652 1.9878
H 2.3823 0.5151 -1.7239
H 1.7955 -0.8098 -2.7012
H 3.3483 -0.9986 -1.9395
C -1.6494 1.5735 -3.4625
C -0.2065 1.7256 -3.9460
O 0.2211 1.0933 -4.9609
C 0.6706 2.7819 -3.3410
H -1.8259 0.5573 -3.1098
H -2.2882 1.6294 -4.3439
H -1.9559 2.3037 -2.7135
H 1.4130 3.2830 -3.9621
H 1.0696 2.3488 -2.4237
H 0.0294 3.5658 -2.9380
C 2.6740 0.4568 3.5438
C 3.6424 -0.6499 3.4585
O 4.0619 -1.2507 4.4383
C 4.0856 -1.0301 2.0387
H 1.6663 0.0997 3.3314
H 2.8854 1.2222 2.7971
H 2.8212 0.8922 4.5322
H 3.5885 -1.8331 1.4946
H 5.0826 -1.4638 2.1169
H 4.0723 -0.1768 1.3607
C 0.7941 -4.2328 -2.6440
C -0.3786 -3.6946 -3.4405
O -0.6288 -4.1081 -4.5379
C -1.0911 -2.5036 -2.7949
H 1.8046 -3.9978 -2.9785
H 0.6924 -5.2802 -2.3600
H 0.8336 -3.6371 -1.7320
H -1.0722 -1.6337 -3.4514
H -0.5711 -2.2536 -1.8701
H -2.1379 -2.7966 -2.7141
C -4.9607 2.7667 3.4287
C -3.5994 2.1631 3.0530
O -3.4073 1.5227 1.9721
C -2.4597 2.5323 3.9285
H -5.6881 2.5564 2.6446
H -4.9870 3.8490 3.5548
H -5.2891 2.2226 4.3143
H -2.6175 3.4830 4.4377
H -1.4852 2.4675 3.4445
H -2.4151 1.8306 4.7613
```

**Lowest unoccupied orbital energy (spin up / spin down)**: -0.2060 / -0.3325 hartree
**2S+1**: 2
**F_max**: 4.03 eV/Å
**Charge**: +1
**⟨S²⟩**: 0.757

=====

The following is a quantum chemistry calculation of a cluster of 2 separate species, C20H22N2O3 in total, from the OMol25 dataset.

```
47
C20H22N2O3, DFT ωB97M-V/def2-TZVPD
C -5.4785 -1.9560 -0.4790
C -5.2240 -0.4714 -0.7498
C -4.2610 0.1229 0.2704
N -3.0290 -0.6757 0.3536
C -1.8696 -0.2016 -0.0524
C -0.6652 -0.9221 -0.0234
C 0.3516 -0.5715 -0.8753
C 1.6192 -1.2292 -0.9664
C 2.4827 -0.9811 -2.0699
C 3.7058 -1.6302 -2.1794
C 4.1193 -2.5281 -1.1806
C 3.2898 -2.7743 -0.0756
C 2.0574 -2.1371 0.0342
C -3.2816 -2.0724 0.7333
C -4.1884 -2.7556 -0.2850
H -6.0792 -2.0438 0.4339
H -6.0649 -2.3836 -1.2967
H -4.8144 -0.3425 -1.7595
H -6.1567 0.0983 -0.7096
H -3.9760 1.1509 0.0251
H -4.7166 0.0852 1.2698
H -1.8625 0.8179 -0.4582
H -0.5683 -1.7539 0.6809
H 0.1661 0.2631 -1.5553
H 2.1509 -0.2711 -2.8308
H 4.3447 -1.4419 -3.0433
H 5.0825 -3.0304 -1.2636
H 3.6111 -3.4663 0.7044
H 1.4225 -2.3063 0.9080
H -2.3470 -2.6181 0.8780
H -3.8193 -2.0178 1.6908
H -4.4068 -3.7724 0.0577
H -3.6644 -2.8529 -1.2442
O 0.3319 1.5930 1.4615
C 1.3572 2.2983 1.3561
C 1.3853 3.5520 0.5887
C 2.5429 4.2429 0.3650
C 3.7587 3.7991 0.9384
N 4.9524 4.5329 0.7133
O 6.0152 4.1391 1.2518
O 4.9044 5.5521 -0.0172
C 3.7876 2.6349 1.7440
C 2.6415 1.9260 1.9698
H 0.4442 3.8988 0.1644
H 2.5534 5.1430 -0.2488
H 4.7380 2.3238 2.1768
H 2.6570 1.0331 2.5939
```

**Energy relative to the best compared isomer or geometry (same formula, charge and spin)**: 156.81 kcal/mol
**Lowest unoccupied orbital energy**: -0.0670 hartree
**2S+1**: 1
**F_max**: 1.73 eV/Å
**Charge**: 0

=====

The following is a quantum chemistry calculation of a cluster of 7 separate species, C5H23NO6S2 in total, from the OMol25 dataset.

```
37
C5H23NO6S2, DFT ωB97M-V/def2-TZVPD
C 0.7082 1.3999 -1.2260
C 0.9441 2.7457 -0.4014
S 2.8151 2.9722 -0.3336
C -0.7785 0.8927 -1.0616
N -1.0582 -0.0265 0.0561
C -2.4772 -0.5152 0.2226
C -3.5482 0.5848 0.5242
S -5.1992 -0.2061 0.2358
H 1.0235 1.4001 -2.3595
H 1.4152 0.6199 -0.9336
H 0.5080 3.7551 -0.8370
H 0.7275 2.7041 0.6627
H -1.2522 0.4612 -1.9481
H -1.2805 1.8562 -0.9451
H -0.6402 0.3306 0.9452
H -2.3348 -1.1770 1.1770
H -2.7793 -1.3311 -0.5691
H -3.3620 0.9929 1.4301
H -3.2747 1.3781 -0.1854
H 3.0515 -2.0582 0.5467
H 3.7981 -3.3673 0.3654
O 3.7726 -2.5813 0.9441
H 1.9047 2.0298 2.4555
H 1.4403 0.9022 1.7244
O 1.1695 1.5270 2.3180
H 3.0873 -1.7318 -2.2536
H 2.3871 -3.0296 -2.0018
O 2.8336 -2.5064 -2.6820
H 0.6782 0.6880 3.8405
H 0.1140 -0.6463 3.3553
O 0.5185 -0.2866 4.1796
H 1.1161 -1.5923 1.5184
H 0.6749 -0.9201 0.2029
O 1.4260 -1.0785 0.7494
H -2.5058 -1.0022 -2.6329
H -3.2590 -1.8056 -3.5442
O -2.3640 -1.3786 -3.5388
```

**Energy relative to the best compared isomer or geometry (same formula, charge and spin)**: 56.69 kcal/mol
**Lowest unoccupied orbital energy**: 0.1667 hartree
**2S+1**: 1
**F_max**: 5.16 eV/Å
**Charge**: -2

=====

The following is a quantum chemistry calculation of an isolated molecule of C3H4ClNS, from the OMol25 dataset.

```
10
C3H4ClNS, DFT ωB97M-V/def2-TZVPD
C -2.0619 0.5776 0.1921
C -0.7301 0.0671 0.5226
C -0.0167 -0.3127 -0.7661
N -2.8582 0.1116 -0.6464
S -1.1297 -1.3133 -1.7824
Cl -2.5768 1.9242 1.1801
H -0.2847 0.9080 1.2192
H -0.6551 -0.8887 1.1054
H 0.2113 0.5904 -1.4648
H 0.8111 -0.8448 -0.5673
```

**Energy relative to the best compared isomer or geometry (same formula, charge and spin)**: 63.07 kcal/mol
**Lowest unoccupied orbital energy (spin up / spin down)**: -0.0770 / -0.0770 hartree
**2S+1**: 1
**F_max**: 5.42 eV/Å
**Charge**: 0

=====

Q: Which of these has the highest 2S+1?
A: C31H47BrCoN2P2